{
  "formula": "C4H5ClO2S",
  "method": "ωB97M-V with the def2-TZVPD basis set",
  "species": ["C", "C", "C", "C", "H", "H", "H", "H", "H", "O", "O", "S", "Cl"],
  "positions_angstrom": [[0.954, 0.473, 0.919], [-0.417, 0.258, 0.339], [-0.891, 0.937, -0.916], [-0.494, -0.503, -0.983], [3.200, 1.022, 0.706], [-0.907, -0.406, 2.023], [-0.257, 1.697, -1.408], [-1.960, 1.169, -0.917], [0.398, -0.779, -1.487], [1.199, 0.158, 2.058], [-1.366, 0.039, 1.306], [2.199, 1.153, -0.171], [-1.720, -1.749, -1.131]],
  "homo_energy_ev": -9.95,
  "lumo_ev": 0.467,
  "smiles": "O=C(S)[C@@]1(O)C[C@@H]1Cl"
}


{
  "formula": "C5H13NO2",
  "method": "ωB97M-V with the def2-TZVPD basis set",
  "species": ["O", "C", "C", "C", "C", "C", "N", "H", "H", "H", "H", "H", "H", "H", "H", "H", "H", "H", "H", "H", "O"],
  "positions_angstrom": [[0.518, 1.368, -2.308], [0.284, 1.439, -1.134], [-0.643, 0.569, -0.297], [0.291, -0.422, 0.458], [-0.503, -1.188, 1.537], [1.555, 0.153, 1.102], [-1.381, 1.391, 0.658], [0.759, 2.212, -0.525], [-1.367, 0.034, -0.899], [0.561, -1.152, -0.306], [-1.466, -1.494, 1.136], [-0.674, -0.548, 2.400], [0.049, -2.082, 1.827], [1.305, 0.990, 1.749], [2.007, -0.639, 1.678], [2.288, 0.480, 0.365], [-0.783, 1.875, 1.311], [-1.982, 2.069, 0.225], [-0.440, -2.450, -2.798], [-0.089, -1.100, -3.517], [-0.289, -1.507, -2.661]],
  "homo_energy_ev": -8.96,
  "lumo_ev": 0.758,
  "smiles": "CC(C)[C@@H](N)C=O.O"
}


{
  "formula": "C7H16",
  "method": "ωB97M-V with the def2-TZVPD basis set",
  "species": ["C", "C", "C", "C", "H", "H", "H", "H", "H", "H", "H", "H", "H", "H", "C", "C", "C", "H", "H", "H", "H", "H", "H"],
  "positions_angstrom": [[-0.102, 1.967, -0.112], [1.163, -0.669, -0.138], [-0.841, 1.718, 1.015], [1.267, 2.556, -0.116], [-0.575, 1.877, -1.083], [-0.409, 2.009, 1.966], [1.921, 2.039, -0.817], [1.593, -1.600, 0.222], [1.660, -0.376, -1.060], [1.329, 0.013, 0.687], [-1.910, 1.892, 0.982], [-1.210, 0.103, 1.094], [1.227, 3.595, -0.452], [1.714, 2.536, 0.878], [-0.300, -2.623, -1.039], [-0.460, -1.245, -0.421], [-1.226, -1.194, 0.833], [-0.881, -0.553, -1.153], [-1.265, -2.990, -1.384], [0.369, -2.592, -1.899], [0.101, -3.329, -0.315], [-2.302, -1.250, 0.724], [-0.863, -1.885, 1.590]],
  "homo_energy_ev": -8.37,
  "lumo_ev": 1.158,
  "smiles": "CC(C)C.C=CC"
}


{
  "formula": "C5H20NO7",
  "method": "ωB97M-V with the def2-TZVPD basis set",
  "species": ["C", "N", "C", "O", "C", "C", "C", "O", "H", "H", "H", "H", "H", "H", "H", "H", "H", "H", "H", "H", "O", "H", "H", "O", "H", "H", "O", "H", "H", "O", "H", "H", "O"],
  "positions_angstrom": [[-1.304, -0.198, -2.112], [-1.247, 0.739, -0.963], [-0.955, 2.012, -1.389], [-0.729, 3.033, -0.755], [0.118, -0.740, -2.456], [0.499, -1.956, -1.558], [1.400, -1.640, -0.366], [1.101, -2.330, 0.836], [-1.810, -1.053, -1.606], [-1.803, 0.117, -3.037], [-0.910, 0.285, -0.095], [-1.235, 2.158, -2.432], [0.959, -0.088, -2.310], [-0.043, -1.046, -3.511], [-0.489, -2.455, -1.248], [1.107, -2.699, -2.136], [2.472, -1.748, -0.575], [1.168, -0.619, 0.053], [2.424, 1.745, 0.277], [3.727, 0.701, 0.181], [3.361, 1.580, 0.175], [1.126, 0.194, 2.558], [-0.236, -0.444, 2.241], [0.281, 0.039, 3.003], [-0.128, 2.638, 1.370], [0.225, 2.171, 2.786], [0.495, 2.825, 2.092], [-1.724, -1.932, 1.231], [0.328, -1.823, 1.257], [-1.133, -1.177, 1.274], [-2.379, 0.014, 1.881], [-1.908, 1.019, 2.826], [-2.755, 0.681, 2.508]],
  "homo_energy_ev": -6.07,
  "total_charge": -1,
  "lumo_ev": 3.229
}


{
  "formula": "C5H8N2",
  "method": "ωB97M-V with the def2-TZVPD basis set",
  "species": ["C", "N", "C", "C", "C", "N", "C", "H", "H", "H", "H", "H", "H", "H", "H"],
  "positions_angstrom": [[-0.957, 0.527, 1.871], [-0.196, 0.286, 0.653], [0.099, 1.253, -0.198], [0.423, 0.565, -1.465], [0.789, -0.848, -1.063], [1.433, -1.632, -1.840], [0.076, -0.976, 0.187], [-0.797, 1.557, 2.189], [-2.021, 0.374, 1.667], [-0.634, -0.166, 2.647], [-0.144, 2.288, 0.006], [1.037, 1.073, -2.206], [-0.562, 0.184, -1.834], [1.447, -2.577, -1.452], [-0.044, -1.835, 0.827]],
  "homo_energy_ev": [-6.96, -6.96],
  "lumo_ev": [0.751, 0.751]
}


{
  "formula": "C3H8N2",
  "method": "ωB97M-V with the def2-TZVPD basis set",
  "species": ["C", "C", "C", "N", "N", "H", "H", "H", "H", "H", "H", "H", "H"],
  "positions_angstrom": [[-1.683, 0.664, 0.102], [-2.574, -0.281, 0.122], [1.825, -0.803, -0.263], [1.478, 1.482, 0.092], [1.106, 0.491, -0.448], [-0.565, 0.670, 0.057], [-2.075, 1.608, -0.190], [-3.639, -0.132, 0.060], [-2.338, -1.388, 0.257], [1.938, -1.297, -1.165], [2.840, -0.842, 0.290], [1.255, -1.522, 0.434], [2.433, 1.350, 0.651]],
  "homo_energy_ev": -9.23,
  "lumo_ev": 0.827,
  "smiles": "[H]/N=N\\C.C=C"
}


Respective ΔE to the lowest compared entry with this formula, charge and spin values: 0.9329, 1.3307, 3.2308, 3.2625, 2.4708, 4.7068 eV.
Respective E values: -31680.787, -10980.548, -7515.667, -21333.024, -8292.526, -6217.140 eV.
Respective molar mass values: 152.602, 119.164, 100.205, 206.215, 96.133, 72.111 g/mol.